C16H22F3N3O3S | ωB97M-V with the def2-TZVPD basis set

Geometry as XYZ:
```
48
Properties=species:S:1:pos:R:3
C 4.6783 0.7516 2.0659
H -2.1161 -3.5295 -0.4159
H 1.4135 2.8094 0.7229
O 1.7960 -0.5610 1.1197
H -0.5005 0.1435 -0.8797
C -2.7611 2.1988 0.3815
C -3.9059 0.0668 -0.4819
C -3.9694 1.5247 -0.1104
O 3.2323 1.8253 0.4401
N 0.7375 2.3834 0.1064
H -4.7640 -0.5486 -0.2584
C -0.0745 -2.8562 -0.5615
H 5.7171 0.5426 2.3035
C 1.2180 1.3007 -0.7184
H 0.1110 -5.3423 0.6290
H 0.9238 -3.2939 -0.6090
H 0.1430 -2.4363 1.5547
O 3.3162 0.1679 -1.0840
S -1.0980 3.7496 1.5467
H -4.9519 1.1996 -2.0820
C 1.1317 1.7368 -2.2035
H -3.5403 3.7119 1.7642
C -1.1195 -3.9704 -0.4957
H -4.8831 1.8914 0.3389
C -0.8972 -4.9362 0.6621
F 1.9523 2.7657 -2.4485
C -2.7269 3.2269 1.2667
H 4.2135 1.2591 2.9070
H 4.1509 -0.1824 1.8913
N 0.4638 0.0861 -0.5660
F 1.4470 0.7599 -3.0500
H -1.1631 -1.5328 0.7608
F -0.0999 2.1425 -2.5379
H -0.2256 -2.2813 -1.4772
H -1.0801 -4.5283 -1.4334
H 5.0086 2.6140 0.9896
N -1.5352 1.7999 -0.0780
C -0.1449 -1.9113 0.6446
C 0.7946 -0.7500 0.4624
C 2.7220 0.9823 -0.4398
H -1.0397 -4.4423 1.6197
H 5.1220 1.1368 -0.0183
H -2.9585 -0.4342 -0.3580
H -3.1420 1.3029 -2.1524
C -4.0163 1.0965 -1.5548
H -1.6011 -5.7629 0.6018
C 4.6034 1.6145 0.8175
C -0.5817 2.5087 0.4175
```

Kohn-Sham gap = 8.81 eV
HOMO = -8.196 eV
Maximum force = 0.87 eV/Å
Charge = 0

Atomic partial charges in e from the Löwdin method, atoms 1 to 4: -0.05, 0.10, 0.14, 0.10

C16H22N2O3S | ωB97M-V with the def2-TZVPD basis set

Geometry as XYZ:
```
44
Properties=species:S:1:pos:R:3
H 1.7197 -3.7198 -0.7960
H 3.0347 -1.3913 -0.0771
C 0.9973 1.1258 0.9460
S 1.0660 -2.2551 1.0041
H 0.1803 2.9440 1.7516
H 1.5305 -0.8155 -0.8506
H 0.2515 -4.2517 0.0510
O 0.1716 -2.9539 -2.6561
H -1.8624 -1.7938 -2.9118
H -4.3181 1.4475 -2.7853
C -4.6847 -1.1119 -2.0186
O 1.2018 4.4556 3.2723
H -1.9559 1.7592 -3.1967
C 3.2484 1.6977 2.4695
H -3.9605 1.2049 -4.4912
H -5.5204 -0.4612 -3.8815
C -0.0939 -2.7848 -1.4854
C 3.2131 0.5592 1.6900
H -2.5634 0.5024 -1.0548
C -3.8280 0.7761 -3.4951
H -3.6126 -2.9775 -1.8902
C 2.0928 0.2649 0.9172
C 0.7664 -3.3925 -0.3807
H -4.8438 -0.2639 -1.3497
C 2.1496 2.5479 2.4795
C -2.1202 -1.4487 -1.9053
H -1.2607 -1.9731 -0.0367
C -4.5263 -0.5824 -3.4453
H -5.5816 -1.7322 -1.9606
C -2.3320 0.7331 -3.1973
C 2.0415 -0.9785 0.0981
H 0.1225 0.8946 0.3575
H -3.9874 -1.3055 -4.0582
C 1.0195 2.2662 1.7205
N -1.1433 -2.0783 -1.0351
H 4.1098 1.9412 3.0722
C -1.9689 0.0781 -1.8654
C -3.5127 -1.9571 -1.5144
H -1.8175 0.1977 -3.9984
H -3.5723 -2.0062 -0.4230
H -0.9173 0.3011 -1.6644
O 3.1803 3.9518 3.9407
H 4.0605 -0.1090 1.6786
N 2.1797 3.7382 3.2899
```

Kohn-Sham gap = 8.52 eV
HOMO = -9.146 eV
Maximum force = 1.35 eV/Å
Energy relative to the best compared isomer or geometry (same formula, charge and spin) = 80.2 kcal per mole
Charge = 0

Atomic partial charges in e from the Löwdin method, atoms 1 to 4: 0.09, 0.09, -0.02, 0.89

C16H22N2O5 | ωB97M-V with the def2-TZVPD basis set

Geometry as XYZ:
```
45
Properties=species:S:1:pos:R:3
H -0.6391 -0.4519 -0.9429
C 2.0676 -0.5885 2.8110
C -1.7973 1.8331 -0.8664
O -1.2119 1.0029 2.6249
H -0.3233 -1.6903 -5.8021
N 0.8259 -2.8843 -3.8943
C 1.9223 -1.9836 2.9986
H 0.6560 -0.4710 -4.9245
C -1.3718 1.6746 1.6299
H 2.7351 0.0020 3.4421
H -4.1264 4.3117 1.1207
C 0.4691 -0.6438 0.9567
C -3.1598 4.7799 0.8962
H 1.1460 -4.8636 -4.4679
H 1.4100 1.1342 1.7256
C 0.3078 -4.1852 -4.2881
H 0.0183 3.5772 0.0964
H 0.9651 -3.7643 2.2783
H -3.2687 5.4594 0.0449
C -2.0922 3.7224 0.5859
C -0.9920 1.2334 0.2403
H -0.2689 -4.0742 -5.2121
C 1.3309 0.0560 1.8359
C -0.3729 0.0359 -0.0021
C 1.0703 -2.6991 2.1195
H -0.0964 -1.4031 -2.9079
H -0.8290 5.0365 -0.5298
H 3.7409 -2.7958 5.5799
C 0.4171 -2.0491 1.0992
H 2.8099 -1.2609 5.5123
H -2.8462 5.3632 1.7689
H -0.2023 -2.6090 0.3978
H 4.2133 -1.5346 4.3907
O -2.5314 2.9577 -0.5563
H -1.1249 -0.3933 -4.8606
C -0.7346 4.3460 0.3175
H -0.4299 4.9272 1.1954
C -0.2681 -1.0702 -4.9018
O 2.4922 -2.6907 4.0053
H 1.2651 -2.9485 -2.9748
O -1.8931 1.3267 -1.9645
H -0.3177 -4.6247 -3.4959
O -2.0519 2.8604 1.7385
C 3.3735 -2.0027 4.9268
N -0.2866 -1.9579 -3.7468
```

Kohn-Sham gap = 7.28 eV
HOMO = -8.104 eV
Maximum force = 1.24 eV/Å
Energy relative to the best compared isomer or geometry (same formula, charge and spin) = 89.4 kcal per mole
Charge = 0

Atomic partial charges in e from the Löwdin method, atoms 1 to 4: 0.12, 0.00, -0.40, 0.13

C16H22N2O7S | ωB97M-V with the def2-TZVPD basis set

Geometry as XYZ:
```
48
Properties=species:S:1:pos:R:3
H -0.8435 -5.5908 -1.3673
C -0.0776 1.5392 2.7284
H 2.7262 5.1575 4.4709
C 0.8421 2.5121 1.9734
C 2.6757 4.0319 2.6566
O 2.9818 4.3255 1.5116
O -0.1815 3.0703 -0.1265
O -1.1082 -4.7784 -1.8229
N -0.4975 4.6029 1.4098
H 4.1587 5.3431 3.4334
C -1.1721 -5.0724 -5.5884
H 1.5014 1.9229 1.3336
H -0.1064 -2.7241 0.7635
H 0.4192 5.7317 2.9247
C -0.5289 5.2271 2.7318
N 1.6822 3.2003 2.9640
H -0.7153 4.4816 3.5052
O 0.4650 -6.7439 -5.7158
C -0.0315 -0.7644 1.6900
C -1.8579 -1.5642 0.2878
C 0.0232 3.4282 1.0264
H -3.4800 -0.1653 -0.0260
H 2.0651 -5.1548 -6.0006
C -0.7031 0.4621 1.8641
H 1.5113 3.0114 3.9364
H 0.8142 -2.9726 -3.8693
C -2.5290 -0.3346 0.4543
H -1.3290 5.9684 2.7639
H -1.6826 -5.7794 -4.9303
H -1.6565 -5.1137 -6.5653
H 0.5023 1.0413 3.5076
C -0.6086 -1.7790 0.9040
H -0.8685 2.1012 3.2266
S -1.3648 -3.3675 -4.8954
O -2.4142 -2.5437 -0.4649
H -0.9478 5.1005 0.6567
C 3.4250 4.6367 3.8199
H -3.2242 -2.2632 -0.8905
H -2.4562 1.6245 1.3613
H -0.4921 -2.3870 -2.8371
H 3.9340 3.8481 4.3704
C -0.1803 -3.2106 -3.4837
C -1.9503 0.6763 1.2447
O 0.9183 -5.1568 -2.7331
C -0.0825 -4.4712 -2.6374
O 1.2473 -4.6354 -5.9674
C 0.2678 -5.5428 -5.7566
H 0.9292 -0.9288 2.1577
```

Kohn-Sham gap = 8.97 eV
HOMO = -8.496 eV
Maximum force = 1.91 eV/Å
Energy relative to the best compared isomer or geometry (same formula, charge and spin) = 10.2 kcal per mole
Charge = 0

Atomic partial charges in e from the Löwdin method, atoms 1 to 4: 0.13, -0.11, 0.08, -0.18

C16H23AsN3O5PPdS4 | ωB97M-V with the def2-TZVPD basis set

Geometry as XYZ:
```
54
Properties=species:S:1:pos:R:3
H 0.1241 -1.6956 2.6628
H 0.1985 -1.2095 -5.5773
N 0.8334 2.3645 2.8966
H -1.4524 -1.6169 3.4950
H -3.0484 1.7848 2.1638
H -1.7337 1.3246 -0.6666
N -1.1350 1.4626 1.3381
O 3.4856 -0.2891 0.2338
C -3.0391 -1.8701 -6.3175
C 0.3337 -1.5475 -2.0792
H 1.8752 1.1750 4.2744
C -3.4950 -2.1470 -5.0370
H -2.0965 0.5329 4.5508
H -0.6973 0.3450 5.6316
C -0.3951 -1.3207 3.5468
H -4.5342 -2.4141 -4.8852
H -1.3407 -1.3132 -7.5038
H 0.0487 -1.7791 4.4379
Pd 1.7859 -1.1540 -0.8334
C 1.1069 3.4036 1.9135
H -0.7359 -0.0184 -0.0709
C -2.6350 -2.0836 -3.9565
O 1.0717 0.1246 1.3724
H -2.4373 3.0744 1.1091
C -1.7070 -1.5314 -6.5077
C -1.2903 -1.7469 -4.1397
C -2.1463 2.3375 1.8668
H 2.1886 2.9245 4.3873
H 1.1257 4.3728 2.4238
H -2.4489 0.0965 0.4066
P 0.2039 0.9418 2.2193
C -0.3981 -1.6551 -3.0430
C -1.5425 0.6774 0.1936
H 0.3265 3.4066 1.1551
S 1.2470 -2.8520 0.5407
H -1.7536 2.8660 2.7317
H 2.9063 1.9605 3.0686
C 2.0208 2.0876 3.6996
N -0.2454 0.1123 3.6180
C 3.4444 0.9437 0.3016
S 4.3404 -5.4644 -1.0896
S 3.5265 -2.3021 -2.3899
C -1.0186 0.7316 4.6572
H -0.8494 1.8041 4.6341
H 2.0631 3.2420 1.4068
S 1.8757 -5.2747 -3.2840
As 2.6711 -4.1650 -1.5718
O 3.9672 1.7481 1.0530
O 2.3713 2.8494 -0.8473
C 2.4977 1.6406 -0.9043
H -2.9912 -2.3042 -2.9591
C -0.8410 -1.4680 -5.4344
O 2.0801 0.8112 -1.7254
H -3.7121 -1.9235 -7.1669
```

Kohn-Sham gap (spin up / spin down) = 4.52 / 4.52 eV
HOMO (spin up / spin down) = -1.965 / -1.966 eV
Maximum force = 3.72 eV/Å
Energy relative to the best compared isomer or geometry (same formula, charge and spin) = 81.3 kcal per mole
Charge = -2

Atomic partial charges in e from the Löwdin method, atoms 1 to 4: 0.00, 0.12, -0.29, 0.08

no.,energy (a.u.)
1,-1710.69869
2,-1356.24596
3,-1108.53551
4,-1657.32305
5,-5461.74139